# 1
C23H27FeN3OSSi | the ωB97M-V functional and the def2-TZVPD basis

Positions of all 57 atoms, in Å:
Fe 0.41 -0.75 -1.05
C 1.96 3.99 0.97
Si 0.43 3.42 1.88
C -1.13 4.03 1.15
C 0.63 3.90 3.66
C 0.20 1.52 2.03
C 0.20 0.81 3.22
C 0.37 -0.59 3.15
C 0.59 -1.23 1.94
N 0.48 -0.54 0.81
C 0.27 0.80 0.81
S 0.14 1.53 -0.71
H 1.78 5.02 0.63
H 2.19 3.31 0.13
H 2.85 3.98 1.66
H -1.42 5.03 1.54
H -1.98 3.34 1.25
H -0.99 4.10 0.06
H 0.79 4.99 3.83
H 1.54 3.40 4.12
H -0.23 3.56 4.26
H 0.10 1.27 4.19
H 0.43 -1.16 4.06
H 0.81 -2.31 1.87
C 4.19 -4.65 -0.58
C 2.78 -4.72 -0.70
C 2.07 -3.57 -1.01
C 2.73 -2.36 -1.30
C 2.08 -1.23 -1.78
C 2.74 -0.11 -2.23
C 4.10 -0.01 -1.96
C 4.83 -1.09 -1.49
C 4.17 -2.30 -1.19
C 4.85 -3.46 -0.78
H 4.75 -5.56 -0.38
H 2.27 -5.66 -0.62
H 0.99 -3.58 -1.13
H 2.18 0.70 -2.70
H 4.58 0.94 -2.15
H 5.93 -1.04 -1.44
H 5.94 -3.46 -0.63
N -1.21 -1.51 -1.54
C -2.38 -1.48 -1.53
N -3.64 -1.25 -1.48
C -4.46 -1.12 -2.71
C -5.43 0.04 -2.59
O -6.14 -0.01 -1.35
C -5.20 0.13 -0.28
C -4.35 -1.13 -0.20
H -5.08 -2.05 -2.77
H -3.81 -1.07 -3.57
H -6.14 0.04 -3.45
H -4.88 1.00 -2.66
H -5.75 0.29 0.63
H -4.55 0.99 -0.44
H -4.96 -2.03 -0.08
H -3.59 -1.12 0.60

HOMO (alpha / beta): -6.8 / -7.2 eV
energy: -3083.47336 Ha
orbital gap (alpha / beta): 7.14 / 7.47 eV
spin multiplicity: 5
LUMO energy (alpha / beta): 0.33 / 0.31 eV
net charge: 0

---

# 2
C33H27AsGaIN2OS2 | the ωB97M-V functional and the def2-TZVPD basis

Positions of all 68 atoms, in Å:
Ga -0.57 -0.19 -0.23
I -1.73 -2.22 -3.34
C -3.76 -2.16 -2.95
C -4.62 -2.65 -3.89
C -6.01 -2.63 -3.64
C -6.48 -2.12 -2.47
C -5.61 -1.63 -1.48
C -6.12 -1.14 -0.25
C -5.30 -0.69 0.73
C -3.90 -0.68 0.53
C -3.45 -1.12 -0.65
C -4.19 -1.63 -1.72
H -4.24 -3.05 -4.82
H -6.69 -3.02 -4.39
H -7.54 -2.10 -2.27
H -7.20 -1.15 -0.11
H -5.70 -0.34 1.67
H -3.24 -0.33 1.30
S 4.20 -3.11 -5.35
C 3.35 -3.94 -6.57
C 2.00 -3.89 -6.37
C 1.66 -3.16 -5.21
C 2.75 -2.67 -4.54
C 2.80 -1.87 -3.31
C 1.64 -1.53 -2.59
N 1.61 -0.81 -1.48
C 2.79 -0.37 -0.98
C 4.01 -0.67 -1.61
C 5.25 -0.21 -1.07
C 5.27 0.52 0.06
C 4.05 0.86 0.72
C 4.07 1.64 1.88
C 2.89 1.97 2.51
C 1.71 1.49 1.90
N 1.65 0.75 0.81
C 2.81 0.43 0.21
C 2.89 2.77 3.73
C 3.97 3.21 4.44
C 3.63 3.96 5.59
C 2.29 4.10 5.75
S 1.43 3.31 4.50
C 3.99 -1.43 -2.78
H 3.89 -4.43 -7.37
H 1.29 -4.35 -7.03
H 0.64 -3.01 -4.90
H 0.70 -1.87 -2.95
H 6.17 -0.48 -1.58
H 6.20 0.88 0.48
H 5.02 1.97 2.26
H 0.77 1.74 2.36
H 4.99 3.00 4.16
H 4.36 4.39 6.27
H 1.75 4.62 6.53
H 4.93 -1.65 -3.27
C -0.92 0.83 4.21
As -1.69 1.70 2.68
C -1.40 3.54 2.26
C -3.57 1.56 3.03
O -1.24 0.81 1.30
H -1.16 1.38 5.11
H 0.16 0.72 4.12
H -1.38 -0.15 4.23
H -1.65 4.18 3.10
H -2.07 3.74 1.42
H -0.38 3.72 1.95
H -3.76 2.07 3.97
H -3.86 0.52 3.14
H -4.15 2.05 2.24

HOMO (alpha / beta): -12.6 / -12.6 eV
energy: -6712.51136 Ha
orbital gap (alpha / beta): 5.79 / 4.18 eV
spin multiplicity: 1
LUMO energy (alpha / beta): -6.77 / -8.37 eV
net charge: +2

---

# 3
C9H13N3S | the ωB97M-V functional and the def2-TZVPD basis

Positions of all 26 atoms, in Å:
C -3.00 2.76 -0.25
C -2.73 1.44 -0.97
C -1.66 -0.23 0.58
C 1.57 -0.62 0.58
C 1.65 -0.68 -0.83
C 2.65 -1.43 -1.42
C 3.58 -2.11 -0.65
C 3.51 -2.04 0.73
C 2.51 -1.30 1.34
H -2.24 2.96 0.51
H -3.97 2.71 0.25
H -3.03 3.61 -0.96
H -3.49 1.26 -1.73
H -1.78 1.46 -1.51
H -3.56 -0.26 0.00
H -0.61 1.51 0.34
H 0.31 -0.22 2.12
H 0.90 -0.16 -1.43
H 2.74 -1.47 -2.50
H 4.40 -2.69 -1.12
H 4.19 -2.59 1.33
H 2.44 -1.26 2.47
N -2.72 0.28 -0.09
N -0.52 0.52 0.50
N 0.61 0.18 1.23
S -1.77 -1.64 1.46

HOMO: -8.2 eV
energy: -913.18877 Ha
orbital gap: 8.80 eV
spin multiplicity: 1
LUMO energy: 0.63 eV
net charge: 0
SMILES: CCNC(=S)NNc1ccccc1

---

# 4
C6H22O5 | the ωB97M-V functional and the def2-TZVPD basis

Positions of all 33 atoms, in Å:
O -11.17 -6.36 0.93
H -11.28 -5.41 1.04
H -10.44 -6.32 0.29
O -11.56 -3.24 -3.60
H -10.86 -3.90 -3.47
H -11.10 -2.40 -3.43
O -10.90 -5.46 -1.97
H -11.15 -6.40 -1.98
H -11.71 -4.95 -1.94
C -7.47 -6.46 -3.79
C -6.49 -6.34 -2.66
C -7.13 -6.21 -1.30
O -5.59 -7.48 -2.66
H -8.23 -5.67 -3.82
H -8.03 -7.41 -3.75
H -6.92 -6.52 -4.70
H -5.83 -5.48 -2.83
H -7.81 -5.36 -1.24
H -6.31 -6.20 -0.55
H -7.70 -7.11 -1.06
H -6.03 -8.21 -2.21
C -10.73 -9.44 0.75
C -10.50 -9.09 -0.66
C -10.62 -10.28 -1.59
O -11.48 -8.11 -1.10
H -11.73 -9.87 0.94
H -10.70 -8.53 1.35
H -10.05 -10.16 1.16
H -9.46 -8.70 -0.79
H -10.07 -11.19 -1.34
H -10.37 -9.94 -2.60
H -11.68 -10.55 -1.63
H -11.86 -7.59 -0.35

HOMO: -10.4 eV
energy: -617.98517 Ha
orbital gap: 10.77 eV
spin multiplicity: 1
LUMO energy: 0.39 eV
net charge: 0
SMILES: CC(C)O.CC(C)O.O.O.O